1.
Formula: C32H36IO26P
Source: the Open Molecules 2025 dataset
Level of theory: ωB97M-V/def2-TZVPD

Properties
HOMO-LUMO gap (eV): 7.13
SMILES string: O=C1C=CC(=O)c2cc(P(O)I)c(COO)cc21.O=C1OCCO1.O=C1OCCO1.O=C1OCCO1.O=C1OCCO1.O=C1OCCO1.O=C1OCCO1.O=C1OCCO1
Electronic energy (eV): -104390.1658
Maximum force (eV/Å): 2.33

Geometry as XYZ:
```
96
Properties=species:S:1:pos:R:3:forces:R:3:lowdin_charge:R:1
O 2.03253 6.76041 4.68977 -0.19 0.28 -0.62 0.107
C 1.35080 6.79681 3.67987 0.66 -0.41 0.85 -0.308
C 0.81451 8.07744 3.13922 0.19 -0.62 -0.06 0.026
C -0.27841 8.02100 2.39290 -0.22 -0.12 -0.38 0.027
C -0.94877 6.71771 2.04612 -0.40 0.61 -0.14 -0.312
O -2.09873 6.74266 1.65094 0.58 -0.37 0.03 0.111
C -0.13789 5.47221 2.19364 0.16 0.61 0.34 -0.094
C -0.47583 4.28994 1.59942 -1.35 -0.44 -0.86 -0.039
C 0.28182 3.15486 1.76871 1.09 -1.04 -0.17 -0.345
P -0.39577 1.67130 0.90635 -1.29 -0.03 -0.62 0.649
O 0.63342 1.24619 -0.31798 0.11 0.57 0.69 -0.374
I -0.35014 -0.18046 2.55291 0.45 0.22 -0.01 0.620
C 1.43548 3.22982 2.53817 0.68 -0.96 0.19 -0.182
C 2.35455 2.04000 2.76495 0.65 1.19 0.05 -0.213
O 2.49161 1.20241 1.64438 -0.41 -0.62 0.43 -0.224
O 3.31457 1.92739 0.74578 0.59 0.48 -0.39 -0.033
C 1.80316 4.40893 3.15221 0.16 -0.66 0.14 0.040
C 1.00416 5.49641 2.98283 -0.31 2.28 0.31 -0.085
H 1.32146 9.00284 3.38546 -0.06 -0.11 0.19 0.124
H -0.74465 8.91475 1.99065 -0.12 -0.13 0.08 0.123
H -1.37137 4.22280 0.98592 -0.01 0.14 0.09 0.117
H 0.03215 0.88781 -0.99319 0.26 -0.37 -0.04 -0.005
H 3.34661 2.45902 2.98382 -0.08 -0.15 0.08 0.127
H 2.06012 1.48374 3.65547 -0.20 -0.43 -0.42 0.105
H 2.89377 1.78311 -0.11678 -0.46 -0.26 0.27 0.088
H 2.69502 4.44108 3.76605 -0.05 0.21 0.01 0.138
O -3.42069 0.60813 1.46379 -0.17 0.00 -0.04 0.079
C -4.06056 -0.13493 2.13068 0.14 0.00 -0.03 -0.588
O -5.40258 -0.02378 2.32522 0.15 -0.09 0.04 0.056
C -5.84820 -1.20783 2.98516 -0.28 -0.13 0.07 -0.126
C -4.59091 -1.69805 3.66111 0.05 -0.29 0.25 -0.119
O -3.55941 -1.20620 2.80225 -0.45 0.20 -0.12 -0.015
H -6.64651 -0.98167 3.68832 0.02 0.18 -0.07 0.132
H -6.22178 -1.91028 2.23698 0.05 -0.01 0.00 0.132
H -4.45442 -1.27002 4.65634 -0.02 0.05 -0.03 0.135
H -4.54766 -2.78229 3.73320 0.18 0.02 -0.11 0.135
O -0.25268 -6.20548 3.60955 -0.05 -0.02 -0.02 0.159
C 0.64715 -5.43000 3.60648 -0.03 -0.06 0.04 -0.570
O 1.81044 -5.59871 4.28056 -0.16 0.15 -0.14 0.070
C 2.71812 -4.58066 3.84850 0.19 0.15 0.08 -0.119
C 1.78621 -3.50366 3.34708 0.11 0.27 -0.03 -0.142
O 0.64428 -4.25527 2.92540 0.10 -0.14 0.10 0.046
H 3.34667 -4.24778 4.66966 -0.04 -0.20 0.08 0.137
H 3.35161 -4.98592 3.06221 -0.04 0.00 -0.01 0.109
H 1.48147 -2.81051 4.13405 -0.01 -0.03 0.00 0.117
H 2.20219 -2.93436 2.51907 -0.18 -0.04 -0.09 0.127
O -0.80059 -0.68969 -1.86469 0.15 0.17 -0.03 0.124
C -1.35915 -0.36730 -2.87367 -0.34 0.07 -0.13 -0.568
O -2.68386 -0.17511 -2.97907 0.32 -0.04 0.02 0.091
C -2.94121 0.41491 -4.26017 -0.27 0.21 -0.29 -0.100
C -1.74342 -0.01771 -5.06500 -0.08 -0.03 -0.39 -0.090
O -0.73228 -0.15326 -4.05233 -0.06 -0.03 0.23 0.054
H -3.87422 0.05710 -4.67440 0.02 -0.15 0.14 0.095
H -2.99645 1.49982 -4.14252 0.07 -0.02 0.07 0.143
H -1.88928 -0.98391 -5.55006 0.02 -0.04 0.11 0.135
H -1.44933 0.71270 -5.81430 0.21 0.03 0.14 0.137
O 5.67932 6.90246 -2.95825 0.00 0.03 -0.03 0.170
C 5.07470 6.17822 -2.24064 0.10 0.06 -0.06 -0.566
O 3.74793 6.29602 -1.96654 0.17 -0.13 0.05 0.059
C 3.34116 5.12273 -1.25913 -0.27 -0.09 0.09 -0.123
C 4.63740 4.64270 -0.65262 0.02 -0.26 0.27 -0.123
O 5.61363 5.12009 -1.58069 -0.26 0.15 -0.08 0.064
H 2.58721 5.36135 -0.51144 0.01 0.17 -0.07 0.128
H 2.92076 4.40818 -1.97072 0.04 0.01 -0.02 0.133
H 4.83192 5.08933 0.32457 -0.02 0.01 -0.02 0.137
H 4.68498 3.56110 -0.56196 0.20 0.02 -0.07 0.115
O 5.58359 -5.91944 3.80983 0.03 0.04 0.00 0.164
C 5.48626 -6.55941 2.81476 0.10 -0.04 0.12 -0.574
O 6.39426 -6.56095 1.80680 -0.21 -0.07 0.06 0.065
C 6.04457 -7.61470 0.90589 0.14 -0.14 -0.24 -0.119
C 4.56800 -7.79414 1.17031 -0.18 -0.16 -0.21 -0.116
O 4.44745 -7.38581 2.53450 0.17 0.11 -0.08 0.058
H 6.25916 -7.33218 -0.12193 0.08 0.17 0.09 0.132
H 6.62688 -8.50262 1.15911 -0.03 0.01 0.04 0.134
H 3.94875 -7.14228 0.55050 0.03 0.03 0.02 0.133
H 4.23637 -8.82160 1.04306 -0.05 0.01 0.20 0.134
O -1.04658 -5.04584 -6.31534 -0.02 0.00 -0.04 0.170
C -0.39290 -4.54597 -5.46193 -0.06 -0.08 -0.07 -0.564
O 0.84385 -4.96858 -5.08991 -0.17 0.16 0.04 0.061
C 1.39511 -3.98722 -4.20701 0.23 0.03 0.05 -0.115
C 0.16260 -3.31189 -3.65988 0.08 0.16 0.40 -0.119
O -0.78119 -3.47281 -4.72314 0.22 -0.12 -0.09 0.054
H 1.99863 -4.45597 -3.43343 -0.05 -0.18 -0.10 0.131
H 2.02476 -3.30703 -4.78454 -0.05 0.00 -0.02 0.134
H -0.22266 -3.80786 -2.76689 -0.01 -0.03 -0.04 0.142
H 0.32280 -2.26264 -3.43811 -0.11 0.02 -0.11 0.107
O -5.72589 -0.05412 -5.99002 0.09 0.01 -0.01 0.161
C -6.40943 0.17806 -5.04568 -0.08 -0.04 -0.08 -0.566
O -6.04902 -0.07834 -3.76147 -0.31 0.12 -0.19 0.046
C -7.01617 0.54684 -2.91023 -0.01 0.06 0.39 -0.108
C -8.22711 0.64388 -3.80724 -0.30 0.03 0.16 -0.116
O -7.64147 0.73226 -5.10809 0.19 -0.08 0.11 0.071
H -7.19475 -0.05438 -2.02241 0.17 -0.12 -0.07 0.135
H -6.63814 1.52444 -2.60603 0.00 0.00 -0.05 0.137
H -8.85481 -0.24811 -3.76292 0.05 -0.02 -0.02 0.135
H -8.83907 1.51776 -3.59811 0.05 0.06 -0.20 0.134
```
Forces are in eV/Å.

2.
Formula: C4H12O
Source: the Open Molecules 2025 dataset
Level of theory: ωB97M-V/def2-TZVPD

Properties
HOMO-LUMO gap (eV): 11.23
SMILES string: CCC.CO
Electronic energy (eV): -6388.5855
Maximum force (eV/Å): 4.74

Geometry as XYZ:
```
17
Properties=species:S:1:pos:R:3:forces:R:3:lowdin_charge:R:1
C -0.85363 -1.55848 -0.60013 0.25 4.08 2.40 -0.116
C 0.58437 -1.31201 -0.23636 -0.78 2.57 2.63 -0.285
C 0.87948 -1.79925 1.23049 1.62 0.67 -0.93 -0.110
H -1.51187 -0.87153 0.03962 0.88 -1.02 -0.44 0.111
H -1.11672 -2.49288 -0.41407 -1.33 -4.38 0.93 0.015
H -1.19606 -1.32018 -1.53222 -0.20 0.66 -2.91 0.036
H 1.32783 -1.68496 -0.86653 0.93 -0.98 -1.23 0.073
H 0.69934 -0.19712 -0.24119 0.19 -0.92 -0.05 0.078
H 0.26446 -1.42611 2.04921 0.01 0.56 -0.32 0.066
H 0.75403 -2.84187 1.26050 -0.35 -1.68 -0.02 0.034
H 1.98174 -1.68760 1.46118 -1.21 0.32 -0.05 0.082
C -0.62783 3.06936 -0.26940 0.67 0.46 1.17 -0.163
O 0.28008 2.02947 -0.40341 -0.29 -2.25 -0.13 -0.124
H -0.01766 3.80876 0.22265 -0.50 1.29 0.19 0.071
H -1.28358 2.64970 0.48587 -0.78 0.49 -0.21 0.084
H -1.12477 3.48527 -1.15239 0.05 -0.47 -0.01 0.084
H 0.96078 2.14943 -1.03382 0.83 0.60 -1.03 0.063
```
Forces are in eV/Å.

3.
Formula: C5H8O2
Source: the Open Molecules 2025 dataset
Level of theory: ωB97M-V/def2-TZVPD

Properties
HOMO-LUMO gap (eV): 9.37
Electronic energy (eV): -9404.1363
Maximum force (eV/Å): 0.73

Geometry as XYZ:
```
15
Properties=species:S:1:pos:R:3:forces:R:3:lowdin_charge:R:1
O 2.37341 1.40509 0.71461 0.28 -0.10 -0.39 -0.078
C 2.55588 1.07031 -0.53721 -0.53 0.39 0.33 -0.013
C 0.36476 -1.06382 0.43630 -0.33 -0.17 0.16 -0.113
O -0.00667 0.17264 1.12526 0.09 0.14 -0.09 -0.122
C -1.32134 0.10880 0.55536 -0.22 0.09 0.04 -0.240
C -1.26828 0.23158 -0.92881 0.04 0.04 -0.10 -0.051
C -0.98930 -1.09923 -0.27055 -0.02 -0.23 -0.02 -0.157
H 1.44118 1.48187 1.02154 -0.03 -0.22 -0.35 0.086
H 1.53029 1.07065 -1.04235 0.49 -0.01 0.39 -0.016
H 1.28597 -0.98820 -0.14448 -0.14 0.11 -0.09 0.096
H 0.48499 -1.85676 1.17775 -0.08 0.03 -0.06 0.127
H -2.16709 0.35868 1.19112 0.22 -0.06 -0.13 0.149
H -0.46515 0.79121 -1.40215 -0.13 -0.06 0.12 0.090
H -2.23046 0.29837 -1.43338 0.17 -0.05 0.16 0.112
H -1.58820 -1.98119 -0.46302 0.16 0.11 0.05 0.132
```
Forces are in eV/Å.

4.
Formula: C2HCdFO2
Source: the Open Molecules 2025 dataset
Level of theory: ωB97M-V/def2-TZVPD

Properties
HOMO-LUMO gap (spin up / spin down) (eV): 6.71 / 6.48
Electronic energy (eV): -13457.4326
Maximum force (eV/Å): 4.13

Geometry as XYZ:
```
7
Properties=species:S:1:pos:R:3:forces:R:3:lowdin_charge:R:1
C -1.22069 -0.45136 0.00520 -2.97 -0.99 1.92 -0.043
H -1.34828 -1.54168 -0.07716 0.62 0.54 -1.02 0.120
F -2.32606 -0.12180 0.83570 1.68 0.89 -1.59 -0.069
O -0.09264 0.22104 -1.05052 -0.96 -2.67 0.99 -0.061
C 0.73558 -0.42744 -0.32401 2.05 -1.14 1.61 -0.680
O 1.21234 -1.07256 0.64195 -1.59 -0.09 -3.81 -0.139
Cd 1.31238 1.25143 0.89654 1.17 3.46 1.92 0.872
```
Forces are in eV/Å.

5.
Formula: C4H8O3
Source: the Open Molecules 2025 dataset
Level of theory: ωB97M-V/def2-TZVPD

Properties
HOMO-LUMO gap (eV): 10.45
SMILES string: O=C(CO)CCO
Electronic energy (eV): -10418.7381
Maximum force (eV/Å): 2.47

Geometry as XYZ:
```
15
Properties=species:S:1:pos:R:3:forces:R:3:lowdin_charge:R:1
O 1.17175 -1.79140 -0.36345 1.01 -0.25 -0.35 0.058
C 0.64391 -0.72032 -0.11927 1.72 -1.76 -0.26 -0.389
C 1.50516 0.29564 0.55519 -0.55 1.38 0.15 -0.208
O 2.81445 -0.05202 0.89025 -0.35 -0.88 -0.41 -0.026
C -0.82724 -0.76061 -0.26546 -0.04 -0.92 0.31 -0.108
C -1.64063 0.47272 -0.56041 0.09 -0.40 0.09 -0.260
O -1.37879 1.41643 0.44376 -0.29 0.59 0.11 -0.053
H 1.56317 1.11505 -0.14939 -0.34 0.82 0.03 0.133
H 0.98937 0.57482 1.46561 -0.33 0.58 0.09 0.131
H 2.88125 -0.94343 0.52967 0.49 -0.51 -0.03 0.076
H -1.04586 -1.49461 -1.03687 0.23 -0.03 -0.24 0.127
H -0.83197 -1.43685 0.65732 -1.87 1.41 -0.38 0.174
H -1.32896 0.86900 -1.55207 -0.02 -0.31 0.39 0.133
H -2.71105 0.22803 -0.65060 0.19 0.01 0.20 0.120
H -1.80459 2.22757 0.15573 0.05 0.28 0.31 0.092
```
Forces are in eV/Å.

6.
Formula: C18H64N12O14
Source: the Open Molecules 2025 dataset
Level of theory: ωB97M-V/def2-TZVPD

Properties
HOMO-LUMO gap (eV): 8.00
Electronic energy (eV): -66251.2345
Maximum force (eV/Å): 7.81

Geometry as XYZ:
```
108
Properties=species:S:1:pos:R:3:forces:R:3:lowdin_charge:R:1
C -1.25093 -4.92658 -2.24183 -6.77 0.30 0.12 -0.774
O -2.49429 -4.78506 -2.22427 1.38 0.64 -0.09 -0.001
N -0.71379 -6.09111 -2.27994 2.74 -4.02 -0.04 0.167
N -0.34849 -4.00181 -2.21334 2.69 3.83 0.33 0.180
H 0.28799 -5.96758 -2.24418 -0.15 -1.87 -0.30 0.100
H -1.19812 -6.96298 -2.43922 0.20 0.45 0.09 0.134
H 0.59353 -4.32208 -2.03975 -0.13 0.88 -0.08 0.092
H -0.57873 -3.04499 -1.98616 0.13 -0.11 -0.07 0.081
C 0.13816 -0.31735 0.21123 -1.81 1.52 0.09 -0.659
O 0.69968 -0.97897 -0.67628 -0.79 -0.21 -1.00 -0.030
N -1.03033 0.43629 0.13558 1.08 -1.63 -2.84 0.206
N 0.68778 -0.25544 1.38281 0.65 0.08 2.04 0.213
H -1.35803 0.41906 -0.81962 -0.76 0.23 0.08 0.077
H -1.60968 0.90557 0.81693 0.77 -0.07 0.26 0.071
H 0.08866 0.13588 2.09558 0.98 0.05 0.47 0.092
H 1.53423 -0.79646 1.48727 -0.09 -0.04 1.10 0.079
C -1.44134 2.31121 -4.89276 -0.48 -0.11 -0.82 -0.832
O -2.42624 2.31742 -5.57130 -2.48 0.45 -1.58 0.046
N -1.27515 1.67894 -3.79149 -0.59 -3.55 5.20 0.181
N -0.30701 2.88255 -5.13624 3.63 3.79 -3.23 0.158
H -2.01888 1.17270 -3.33250 0.11 0.05 -0.13 0.065
H -0.34120 1.65439 -3.40779 -0.51 -0.15 0.35 0.086
H 0.49404 2.75700 -4.53404 -0.02 0.22 -0.26 0.058
H -0.27885 3.58337 -5.86299 0.15 -0.32 0.05 0.115
C 0.29424 3.25054 2.11304 -1.06 2.51 -1.18 -0.819
O -0.78204 2.72901 2.14275 -3.10 -2.56 -0.06 0.045
N 1.19294 3.17346 2.98618 4.51 -2.78 5.75 0.201
N 0.58170 4.22598 1.30221 -0.81 3.25 -4.18 0.169
H 1.07686 2.39031 3.61335 0.48 -0.16 0.32 0.079
H 2.06410 3.68433 2.99954 -0.43 -0.23 -0.18 0.130
H -0.24099 4.60954 0.85933 0.34 0.14 -0.53 0.120
H 1.44272 4.75371 1.28567 -0.44 -0.25 0.14 0.113
C -4.47804 1.41105 1.33375 0.89 0.95 0.54 -0.790
O -4.10360 1.26453 0.20322 1.89 -0.06 -2.72 0.053
N -5.51590 0.82746 1.77604 -6.16 -3.90 1.52 0.180
N -3.94272 2.14345 2.28160 2.97 2.68 1.28 0.191
H -6.04168 0.20110 1.18332 0.26 0.24 -0.09 0.130
H -5.94410 0.96956 2.67968 0.41 0.17 -0.23 0.122
H -4.21101 2.15600 3.25523 -0.13 -0.22 -0.51 0.113
H -3.06489 2.59922 2.07718 0.10 0.21 0.12 0.081
C 2.80013 -3.39055 1.47183 -1.07 4.90 2.77 -0.788
O 2.65167 -2.52199 2.33986 -1.10 0.52 0.44 0.000
N 2.05216 -3.46575 0.41289 -1.97 -0.91 -2.27 0.196
N 3.84750 -4.09735 1.50550 4.77 -4.52 -0.86 0.182
H 2.26969 -4.18515 -0.26182 -0.53 0.49 -0.13 0.105
H 1.39453 -2.71230 0.27168 -0.20 -0.12 -0.59 0.075
H 4.58554 -3.96209 2.18160 -0.48 0.08 -0.10 0.135
H 4.05942 -4.57162 0.63934 0.60 -0.26 0.50 0.114
C 3.02303 -1.07256 -4.95406 0.84 -0.52 -0.89 -0.088
C 3.10973 -1.01860 -3.45028 -0.90 -0.44 -1.11 -0.273
O 1.85551 -0.45732 -3.01605 1.42 -0.77 0.06 -0.094
H 3.87609 -1.63449 -5.33432 0.51 0.28 -0.03 0.071
H 3.04233 -0.07585 -5.39485 -0.08 -0.02 0.05 0.080
H 2.21356 -1.64616 -5.40556 -0.55 0.25 0.63 0.080
H 4.02843 -0.49422 -3.18741 -0.30 0.68 0.41 0.112
H 3.25711 -2.02600 -3.06103 -0.34 -0.19 0.22 0.105
H 1.66413 -0.81289 -2.14511 -0.59 0.23 0.67 0.033
C -2.19861 -2.71808 0.83811 0.57 -0.46 -0.21 -0.049
C -1.39979 -3.06144 2.10159 -0.43 1.70 0.40 -0.263
O -2.25123 -3.12106 3.26061 -0.09 -0.98 -0.62 -0.098
H -2.45919 -1.66476 0.73459 -0.01 -0.04 0.37 0.059
H -3.10484 -3.31410 0.73042 -0.01 -0.13 0.15 0.084
H -1.58468 -2.96250 -0.02876 -0.01 0.01 -0.10 0.046
H -0.79178 -2.20807 2.40193 0.66 -0.14 -0.66 0.086
H -0.76468 -3.94461 2.03275 -0.12 -0.09 -0.15 0.115
H -2.75741 -3.91690 3.08173 -0.55 -0.04 0.63 0.093
C 4.38196 0.76852 2.55298 0.36 -0.30 0.59 -0.080
C 4.19851 0.84482 1.06626 -0.02 -0.07 0.01 -0.323
O 5.41048 0.52992 0.39071 0.17 -0.20 -0.27 -0.075
H 5.11867 1.49549 2.89480 -0.13 0.16 0.07 0.077
H 4.78424 -0.21264 2.80517 0.06 -0.13 -0.03 0.073
H 3.45362 0.83294 3.12056 -0.13 0.33 -0.13 0.056
H 3.93324 1.84739 0.73072 -0.32 -0.07 0.03 0.101
H 3.44229 0.11118 0.78699 -0.32 0.27 -0.27 0.092
H 5.35903 -0.40554 0.18125 0.27 -0.01 -0.03 0.073
C 1.85049 2.86008 -1.18865 0.38 -0.32 -1.56 -0.072
C 2.58060 2.73024 -2.57268 -0.64 0.33 1.00 -0.245
O 1.73731 2.02554 -3.49607 0.99 1.64 0.37 -0.137
H 0.86767 3.21732 -1.49610 -0.17 0.13 0.66 0.074
H 2.32547 3.51550 -0.45863 0.06 0.13 -0.38 0.049
H 1.75837 1.88176 -0.71695 -0.13 -0.10 -0.05 0.053
H 3.57444 2.30169 -2.44328 0.01 -0.49 -0.22 0.102
H 2.74998 3.72250 -2.99079 -0.15 0.05 -0.04 0.107
H 1.73626 1.09531 -3.25890 0.09 -1.00 0.18 0.004
C -2.84055 -0.11261 4.25970 0.58 -0.57 0.32 -0.137
O -1.72469 -0.84202 4.76745 0.42 0.42 0.09 -0.134
H -3.71114 -0.76719 4.30081 -0.27 0.17 -0.22 0.083
H -2.99334 0.73588 4.92666 0.03 0.16 -0.31 0.085
H -2.59339 0.16205 3.23424 -0.50 0.43 0.03 0.063
H -1.69140 -1.60901 4.19105 0.02 -0.66 0.28 0.018
C -3.29931 4.06654 -1.65940 -0.25 0.47 -0.48 -0.149
O -2.80782 3.93769 -0.33957 0.64 -0.05 -0.07 -0.135
H -2.98647 5.03128 -2.05879 -0.23 0.25 0.26 0.076
H -2.90897 3.36973 -2.40115 0.11 -0.48 0.37 0.064
H -4.38675 3.99492 -1.63878 -0.10 0.08 -0.26 0.078
H -2.72715 2.99490 -0.17762 -0.11 -0.21 0.13 0.020
C -2.93454 -1.18079 -2.87177 -0.61 -0.86 -0.06 -0.123
O -3.00986 0.07700 -2.25247 0.59 0.50 -0.02 -0.158
H -2.84594 -1.10789 -3.95571 -0.24 0.44 0.01 0.092
H -2.07625 -1.78571 -2.57933 0.11 0.15 0.45 0.049
H -3.84222 -1.72657 -2.61421 0.12 -0.38 -0.29 0.093
H -3.58813 0.06864 -1.48621 -0.16 0.08 0.18 0.051
C 1.42494 0.46990 5.62189 -0.79 0.18 1.02 -0.136
O 1.03424 0.61283 4.27618 0.06 -0.34 -0.12 -0.164
H 0.52628 0.28962 6.21181 -0.15 -0.04 0.21 0.077
H 2.04321 -0.41149 5.79215 0.60 0.37 -0.10 0.088
H 1.78582 1.42900 5.99334 0.69 -0.27 -0.07 0.086
H 0.29185 0.00442 4.25933 -0.62 -0.08 -0.61 0.045
```
Forces are in eV/Å.

Which value of maximum force does entry 2 give? 4.74 eV/Å